# 1
{
  "formula": "C42H54Cl78N2O2S",
  "method": "ωB97M-V with the def2-TZVPD basis set",
  "homo_energy_ev": -9.366,
  "mol_weight_g_mol": 3416.31,
  "max_force_ev_per_a": 2.11,
  "species": ["C", "C", "C", "C", "C", "C", "C", "C", "C", "C", "C", "N", "O", "C", "C", "C", "O", "C", "S", "C", "N", "H", "H", "H", "H", "H", "H", "H", "H", "H", "H", "H", "H", "H", "H", "H", "H", "H", "H", "H", "H", "H", "H", "H", "H", "H", "H", "H", "H", "C", "Cl", "Cl", "Cl", "H", "C", "Cl", "Cl", "Cl", "H", "C", "Cl", "Cl", "Cl", "H", "C", "Cl", "Cl", "Cl", "H", "C", "Cl", "Cl", "Cl", "H", "C", "Cl", "Cl", "Cl", "H", "C", "Cl", "Cl", "Cl", "H", "C", "Cl", "Cl", "Cl", "H", "C", "Cl", "Cl", "Cl", "H", "C", "Cl", "Cl", "Cl", "H", "C", "Cl", "Cl", "Cl", "H", "C", "Cl", "Cl", "Cl", "H", "C", "Cl", "Cl", "Cl", "H", "C", "Cl", "Cl", "Cl", "H", "C", "Cl", "Cl", "Cl", "H", "C", "Cl", "Cl", "Cl", "H", "C", "Cl", "Cl", "Cl", "H", "C", "Cl", "Cl", "Cl", "H", "C", "Cl", "Cl", "Cl", "H", "C", "Cl", "Cl", "Cl", "H", "C", "Cl", "Cl", "Cl", "H", "C", "Cl", "Cl", "Cl", "H", "C", "Cl", "Cl", "Cl", "H", "C", "Cl", "Cl", "Cl", "H", "C", "Cl", "Cl", "Cl", "H", "C", "Cl", "Cl", "Cl", "H"],
  "coordinates": [[2.49043, 0.26904, 0.07547], [1.84883, -1.03851, 0.57679], [0.42747, -1.21245, -0.02864], [0.39336, -2.16589, -1.23556], [0.64452, -1.45662, -2.60242], [-0.65588, -1.37615, -3.45378], [-1.45349, -0.09334, -3.09925], [-2.93724, -0.15444, -3.53859], [-3.97490, -0.38393, -2.42759], [-4.15509, 0.77278, -1.40669], [-3.25639, 0.60762, -0.21582], [-2.74761, 0.18715, 0.74223], [-5.48798, 0.90859, -1.01121], [-6.04732, -0.25394, -0.41022], [-7.08756, -0.99046, -1.28600], [-8.09918, -1.70391, -0.37296], [-7.68648, -0.15198, -2.25072], [-3.77604, 2.12889, -2.05493], [-3.87583, 3.38486, -0.69656], [-4.73391, 2.49831, -3.09741], [-5.46890, 2.65493, -3.98509], [2.75974, 0.13393, -0.97399], [3.37144, 0.53516, 0.65728], [1.76689, 1.08362, 0.10976], [2.45927, -1.88676, 0.27564], [1.78855, -1.02713, 1.66508], [-0.22997, -1.58005, 0.75779], [0.08242, -0.21457, -0.28375], [-0.58448, -2.64775, -1.28057], [1.18149, -2.90437, -1.08817], [1.05458, -0.45458, -2.47402], [1.38661, -2.02966, -3.18675], [-1.25214, -2.27651, -3.31648], [-0.30531, -1.25853, -4.48092], [-0.96189, 0.72567, -3.63023], [-1.30729, 0.10826, -2.03782], [-3.01802, -1.01063, -4.21414], [-3.18009, 0.70851, -4.15488], [-4.93465, -0.54557, -2.91709], [-3.73625, -1.31371, -1.90590], [-6.55646, 0.08418, 0.49402], [-5.30555, -0.98644, -0.08566], [-6.54366, -1.79045, -1.80220], [-8.05981, -2.78025, -0.53976], [-9.11561, -1.34462, -0.51856], [-7.87245, -1.57232, 0.68755], [-7.62025, -0.62194, -3.08775], [-2.74546, 2.15710, -2.38584], [-3.50483, 4.47679, -1.38981], [3.42495, -5.36294, 1.83815], [4.29224, -3.83071, 1.96732], [1.71758, -5.12540, 2.19015], [3.62563, -6.07873, 0.23659], [3.83713, -6.04604, 2.56266], [6.11461, -5.00741, 5.70121], [6.06854, -5.59209, 7.37205], [5.29344, -6.15672, 4.63830], [5.37877, -3.41178, 5.55228], [7.14993, -4.94225, 5.39287], [-2.05739, 6.43765, 1.23236], [-0.63243, 5.41024, 1.10664], [-2.14552, 7.54482, -0.13795], [-3.52869, 5.46162, 1.32485], [-1.98189, 7.02108, 2.14115], [3.44668, -3.45070, -2.82353], [4.37550, -3.17585, -1.35871], [3.50649, -2.07084, -3.91656], [3.99078, -4.92020, -3.63922], [2.41181, -3.58804, -2.53866], [-0.94046, 8.01821, -3.98208], [-1.51745, 6.35822, -3.85031], [-1.68019, 9.05013, -2.75363], [0.82281, 8.09415, -3.84510], [-1.22069, 8.39772, -4.95376], [3.26677, -10.07800, 2.10036], [1.53493, -10.40445, 2.01487], [3.91900, -9.79095, 0.48869], [3.58565, -8.70212, 3.16720], [3.75978, -10.94582, 2.51741], [-6.33296, -4.79283, 0.93795], [-8.00958, -5.16576, 0.54950], [-5.43675, -4.36166, -0.52174], [-6.23045, -3.49646, 2.12959], [-5.87865, -5.67775, 1.36328], [-2.01963, -6.66764, -0.14681], [-0.65019, -7.63310, 0.40167], [-3.19336, -6.45814, 1.15865], [-1.47017, -5.10120, -0.74000], [-2.50624, -7.18891, -0.96068], [-0.39648, -2.18813, 4.51716], [-1.00761, -3.64663, 3.72820], [-0.94277, -2.15467, 6.19654], [1.36253, -2.10918, 4.42664], [-0.80218, -1.32564, 4.00461], [1.30402, 5.54533, 4.96655], [2.76479, 6.53143, 4.86342], [-0.11657, 6.47225, 4.48118], [1.46595, 4.08725, 3.98620], [1.17538, 5.24692, 5.99731], [-2.79100, -9.92906, 2.47564], [-3.96925, -10.74112, 1.44214], [-3.53964, -9.39840, 3.98098], [-1.40730, -10.97655, 2.79634], [-2.43233, -9.05357, 1.95270], [3.98533, 10.04412, -2.96122], [4.03438, 8.33909, -3.43475], [3.15934, 10.22530, -1.41257], [5.59485, 10.75273, -2.88859], [3.41948, 10.58061, -3.71128], [9.36160, 1.67799, -3.55752], [9.70865, 2.40290, -1.99028], [9.33176, 2.90917, -4.82813], [10.53668, 0.42124, -3.93969], [8.38166, 1.22204, -3.51023], [-0.13220, 8.99262, -8.55439], [-0.47638, 10.71335, -8.69727], [0.45976, 8.60491, -6.93482], [-1.56242, 8.03521, -8.93876], [0.64347, 8.74040, -9.26503], [-10.22215, -8.02064, -1.46546], [-10.84852, -7.18353, -0.04284], [-9.03959, -7.01888, -2.31635], [-9.51382, -9.57219, -1.01276], [-11.04764, -8.20746, -2.13866], [8.10559, 7.27879, -2.38414], [8.21971, 8.44195, -3.70377], [6.56864, 7.44438, -1.52386], [8.31523, 5.63525, -2.99068], [8.90444, 7.48065, -1.68359], [0.83451, -0.54860, 9.70630], [2.14466, -1.64220, 9.26487], [0.92151, 0.94384, 8.76823], [-0.73189, -1.32805, 9.50139], [0.94342, -0.29149, 10.75124], [-3.93060, 7.33302, 6.11025], [-5.26826, 8.46600, 5.94382], [-3.33284, 6.84619, 4.52284], [-2.63241, 8.02951, 7.08322], [-4.29607, 6.44859, 6.61525], [8.88161, -1.82562, 8.13713], [7.83333, -3.23012, 7.93940], [8.56348, -1.02518, 9.67993], [10.57983, -2.29257, 8.01878], [8.66621, -1.12394, 7.34200], [0.32402, 11.19282, -12.86712], [-1.43086, 11.26340, -12.71373], [1.02210, 12.81096, -12.83203], [1.01947, 10.18740, -11.59267], [0.56324, 10.74114, -13.82023], [-7.73492, 6.15368, 3.95057], [-8.49300, 7.26216, 5.09667], [-6.72549, 7.02682, 2.80002], [-6.79055, 4.92543, 4.80174], [-8.51810, 5.65297, 3.39773], [9.75952, 5.67844, -7.20435], [8.26086, 6.56579, -7.48387], [10.56831, 5.32165, -8.73160], [10.82564, 6.57812, -6.12685], [9.51197, 4.73868, -6.72941], [-13.55280, -8.07214, -4.76881], [-14.69930, -8.26089, -3.44317], [-14.18750, -6.98033, -5.99667], [-11.99484, -7.49220, -4.16536], [-13.39736, -9.04119, -5.22357], [-8.42189, -2.36888, -5.92592], [-9.62359, -2.54394, -4.64827], [-9.09900, -1.53047, -7.31785], [-6.99427, -1.51793, -5.31890], [-8.11438, -3.35699, -6.24069], [10.60290, -3.46838, 11.81905], [9.93092, -4.85355, 10.96007], [10.02330, -3.42073, 13.48436], [12.36803, -3.49936, 11.76984], [10.26909, -2.56871, 11.31854], [14.26809, -3.69602, 7.43228], [13.58231, -5.08923, 6.59354], [13.74768, -3.66591, 9.11871], [16.02931, -3.69987, 7.31374], [13.90127, -2.79964, 6.94974]],
  "forces_ev_per_angstrom": [[-0.133, -0.631, -0.069], [-0.475, 0.618, -0.395], [0.667, -0.405, 0.523], [0.204, 1.273, -0.273], [-0.702, -1.219, -0.217], [1.022, 1.261, 0.524], [0.007, -0.447, -0.330], [0.490, -0.387, 0.189], [0.458, -0.048, -0.285], [0.482, 0.589, -0.935], [0.191, -1.618, 1.343], [-0.488, 0.899, -1.385], [0.398, -0.471, 0.317], [-1.008, 0.246, 0.254], [0.396, -0.627, 0.179], [0.151, -0.120, 0.184], [0.028, -0.022, 0.171], [-0.749, 1.135, 0.805], [-0.036, -0.223, -0.172], [-0.778, -0.498, -1.699], [1.124, 0.007, 1.415], [0.228, 0.175, -0.002], [0.089, 0.074, -0.114], [0.061, 0.104, 0.181], [0.157, -0.080, 0.214], [0.027, -0.045, 0.014], [-0.164, -0.099, -0.028], [-0.372, 0.033, -0.175], [0.112, -0.185, -0.005], [-0.265, -0.339, 0.194], [0.071, 0.025, 0.055], [-0.804, 0.478, 0.433], [-0.031, -0.093, -0.179], [-0.491, -0.395, -0.248], [0.015, 0.075, 0.112], [-0.338, 0.037, 0.153], [-0.127, 0.025, -0.046], [-0.210, 0.095, 0.105], [-0.160, 0.241, 0.136], [0.026, 0.038, 0.128], [0.067, 0.198, -0.002], [0.208, 0.121, -0.026], [0.022, 0.107, -0.175], [-0.264, 0.131, -0.135], [0.013, 0.073, -0.241], [0.072, 0.114, -0.040], [-0.187, 0.263, -0.071], [-0.010, -0.274, -0.346], [0.048, -0.285, -0.138], [-0.205, 0.159, -0.301], [0.078, -0.022, 0.085], [-0.007, -0.026, 0.066], [0.017, -0.123, 0.075], [0.004, -0.013, 0.010], [-0.237, 0.026, 0.055], [-0.174, -0.143, -0.207], [0.177, -0.101, 0.097], [-0.001, -0.080, 0.018], [0.007, 0.011, 0.017], [-0.007, -0.050, -0.129], [-0.032, -0.015, -0.034], [0.022, -0.182, 0.246], [0.010, 0.412, 0.448], [0.038, 0.011, -0.004], [0.072, -0.148, -0.049], [0.074, 0.230, -0.162], [0.765, 0.009, -0.257], [-0.035, -0.006, 0.001], [0.005, -0.094, 0.002], [0.094, 0.041, 0.272], [0.013, 0.001, -0.015], [-0.030, 0.197, -0.326], [-0.188, -0.109, 0.078], [-0.029, 0.007, -0.029], [-0.100, 0.089, -0.190], [0.246, 0.066, 0.035], [0.062, -0.040, 0.038], [-0.019, -0.118, 0.045], [0.001, 0.013, 0.029], [-0.110, 0.140, 0.014], [0.055, -0.189, 0.126], [0.019, 0.041, -0.107], [0.095, -0.059, 0.067], [0.009, -0.012, -0.031], [0.097, 0.149, -0.043], [-0.013, -0.070, -0.002], [0.064, -0.120, 0.134], [-0.024, -0.052, 0.020], [-0.022, -0.020, 0.021], [-0.052, -0.158, 0.129], [-0.031, 0.043, -0.133], [0.090, 0.127, -0.087], [-0.007, 0.004, 0.003], [-0.024, -0.008, -0.022], [0.073, 0.046, -0.218], [-0.013, -0.006, 0.028], [0.151, -0.032, 0.197], [-0.007, -0.018, 0.048], [-0.031, -0.007, 0.029], [-0.051, -0.058, 0.055], [0.021, 0.036, -0.026], [0.016, 0.022, -0.025], [-0.234, -0.030, 0.041], [0.021, 0.009, 0.007], [-0.091, -0.050, 0.073], [-0.003, 0.196, -0.148], [-0.031, -0.004, -0.020], [0.007, -0.005, -0.054], [-0.030, -0.020, 0.002], [0.118, -0.047, 0.039], [-0.028, -0.006, -0.021], [-0.036, -0.073, 0.049], [-0.038, 0.002, -0.015], [-0.011, 0.021, -0.022], [-0.146, 0.066, 0.054], [-0.089, 0.031, 0.218], [0.117, 0.033, -0.252], [0.030, -0.015, -0.023], [0.009, -0.023, 0.010], [0.151, -0.046, 0.202], [-0.032, 0.006, -0.060], [-0.107, -0.045, -0.060], [-0.009, 0.009, -0.026], [0.084, -0.036, 0.172], [-0.142, -0.004, 0.007], [0.043, -0.015, 0.000], [0.308, -0.104, 0.086], [0.002, 0.044, 0.026], [0.008, 0.012, -0.005], [0.041, 0.000, -0.073], [-0.004, 0.001, 0.010], [-0.007, 0.006, -0.003], [-0.066, -0.006, 0.106], [0.018, -0.008, 0.003], [0.028, 0.162, -0.021], [0.052, -0.010, 0.052], [-0.226, -0.065, 0.042], [-0.006, -0.042, 0.009], [-0.003, -0.016, -0.023], [0.001, -0.115, -0.015], [0.302, 0.306, 0.178], [-0.010, 0.031, -0.012], [0.016, 0.003, 0.049], [-0.003, 0.023, 0.023], [-0.098, 0.082, 0.074], [0.017, -0.023, -0.016], [0.013, -0.027, -0.017], [0.203, -0.072, -0.282], [0.009, -0.012, 0.004], [0.104, 0.112, 0.022], [-0.093, -0.056, -0.049], [-0.049, -0.027, -0.021], [-0.008, -0.012, -0.004], [-0.001, -0.027, 0.020], [0.025, 0.130, -0.044], [-0.014, -0.038, 0.039], [-0.006, -0.037, 0.016], [-0.012, -0.048, 0.025], [0.000, 0.037, -0.032], [-0.118, 0.076, 0.037], [0.031, -0.035, -0.005], [0.032, -0.031, 0.000], [-0.078, 0.095, -0.322], [0.021, -0.002, 0.004], [-0.133, 0.050, 0.028], [0.035, -0.036, 0.013], [0.032, -0.027, 0.009], [0.105, -0.002, -0.039], [0.024, 0.002, 0.006], [-0.004, -0.070, -0.009], [0.001, 0.040, -0.024], [0.003, 0.028, -0.023], [-0.157, 0.049, 0.396], [0.010, -0.007, -0.008], [0.103, -0.084, 0.080], [-0.025, 0.031, -0.011], [0.071, 0.007, -0.439], [-0.021, 0.028, -0.017], [0.007, 0.002, -0.006]]
}


# 2
{
  "formula": "C18H22ClN3O3",
  "method": "ωB97M-V with the def2-TZVPD basis set",
  "smiles": "CCOCCCNC(=O)CCn1nc(-c2ccc(Cl)cc2)ccc1=O",
  "homo_energy_ev": -8.504,
  "e_above_lowest_kcal_mol": 26.8,
  "mol_weight_g_mol": 363.84,
  "max_force_ev_per_a": 1.04,
  "species": ["C", "C", "O", "C", "C", "H", "H", "C", "N", "C", "O", "C", "H", "H", "C", "N", "N", "C", "C", "C", "C", "O", "H", "H", "C", "C", "C", "C", "C", "C", "H", "H", "Cl", "H", "H", "H", "H", "H", "H", "H", "H", "H", "H", "H", "H", "H", "H"],
  "coordinates": [[4.13854, 2.50689, 1.45212], [4.88646, 1.72470, 0.38523], [5.23608, 0.45655, 0.90768], [6.09687, -0.28128, 0.06832], [6.34846, -1.64427, 0.71164], [6.45690, -1.48678, 1.78636], [7.27644, -2.06691, 0.32740], [5.20269, -2.62490, 0.44237], [3.91710, -2.01066, 0.68432], [3.08483, -1.70775, -0.33782], [3.20904, -2.15665, -1.45782], [1.94941, -0.77562, 0.06510], [2.38814, 0.13860, 0.46886], [1.34197, -1.24785, 0.84010], [1.09270, -0.42833, -1.15072], [0.12026, 0.59617, -0.83148], [-1.10262, 0.17550, -0.61024], [-2.05052, 1.01716, -0.29709], [-1.77373, 2.41460, -0.21275], [-0.51393, 2.84851, -0.44288], [0.54914, 1.91932, -0.75863], [1.71703, 2.20516, -0.95758], [-0.24599, 3.89326, -0.40601], [-2.56858, 3.11166, 0.00305], [-3.38473, 0.45542, -0.06935], [-4.33829, 1.11783, 0.70178], [-5.59086, 0.56925, 0.90088], [-5.90117, -0.65343, 0.32678], [-4.96344, -1.33477, -0.43566], [-3.71483, -0.78043, -0.62782], [-2.97443, -1.29594, -1.21814], [-5.21480, -2.28780, -0.87382], [-7.46888, -1.33662, 0.56790], [-6.32429, 1.08468, 1.50095], [-4.10288, 2.05980, 1.17288], [0.55508, -1.30758, -1.50470], [1.74294, -0.05026, -1.94344], [3.85450, -1.45826, 1.52661], [5.20267, -2.93676, -0.60515], [5.31294, -3.51113, 1.07601], [7.04666, 0.26322, -0.05330], [5.64665, -0.40390, -0.92824], [4.25552, 1.60652, -0.50708], [5.79862, 2.26585, 0.09109], [3.25672, 1.95800, 1.77194], [3.82228, 3.46113, 1.04284], [4.77596, 2.67327, 2.31674]],
  "forces_ev_per_angstrom": [[0.244, -0.275, -0.270], [-0.096, 0.238, -0.017], [-0.025, 0.082, 0.269], [0.279, -0.145, -0.029], [-0.356, 0.196, -0.228], [0.132, 0.007, 0.034], [0.062, -0.029, 0.055], [0.275, -0.146, -0.001], [0.135, -0.192, 0.274], [-0.380, 0.174, 0.620], [-0.013, -0.026, -0.490], [-0.030, 0.015, -0.427], [-0.008, 0.004, 0.081], [0.023, 0.016, 0.034], [0.603, -0.328, -0.079], [0.232, 0.531, -0.069], [-0.959, -0.264, 0.294], [0.699, 0.024, -0.140], [0.433, 0.026, -0.102], [-0.263, -0.021, 0.072], [-0.323, -0.116, 0.032], [0.350, 0.143, -0.010], [0.025, 0.060, -0.005], [-0.049, 0.073, 0.026], [-0.446, -0.263, 0.039], [0.212, -0.105, -0.151], [-0.160, -0.123, -0.024], [0.242, 0.144, 0.002], [-0.109, 0.011, 0.075], [0.002, 0.183, 0.062], [0.031, -0.068, -0.067], [-0.043, -0.077, -0.035], [-0.184, -0.082, 0.027], [-0.076, 0.017, 0.049], [0.019, 0.101, 0.042], [0.014, 0.194, -0.013], [-0.160, -0.090, 0.078], [-0.137, 0.075, -0.181], [0.023, -0.031, 0.170], [0.025, 0.008, -0.148], [-0.123, -0.038, -0.021], [0.034, 0.013, 0.027], [0.076, 0.004, 0.046], [-0.067, -0.057, -0.009], [-0.138, -0.028, 0.028], [-0.074, 0.122, -0.007], [0.051, 0.040, 0.090]]
}


- Number 2 is which compound?
  C18H22ClN3O3